No. 1
This record from the OMol25 dataset describes a gas-phase ion, C3H5I2N2 (charge +1). The level of theory is ωB97M-V/def2-TZVPD.

E_LUMO (alpha / beta) ... -4.51 / -8.29 eV
Frontier orbital gap (alpha / beta) ... 6.1 / 5.5 eV
<S²> ... 2.0220
Net charge ... +1
Molar mass ... 322.89 g mol⁻¹
Largest force on an atom ... 5.7 eV/Å
E_HOMO (alpha / beta) ... -10.6 / -13.8 eV
E ... -22361.89901 eV
Multiplicity ... 3
ΔE to the lowest compared entry with this formula, charge and spin ... 0.0 kcal/mol

The geometry in XYZ format:
```
12
Properties=species:S:1:pos:R:3:lowdin_spin:R:1
H 1.2001 -1.5854 -2.2062 0.00
H 2.1602 -1.5848 -0.9458 0.01
C 0.3296 -0.7351 -0.5146 0.25
N -0.7293 1.6183 1.7778 0.25
H -1.4743 2.0986 2.2454 0.01
H 0.1201 1.2202 2.1558 0.01
C -1.0620 1.0477 0.6719 0.35
I -2.9537 1.1002 -0.2783 0.07
C 1.4591 -1.0500 -1.4069 0.04
I -0.9301 -2.3235 0.2286 0.47
N -0.0004 0.3747 -0.0161 0.53
H 1.8807 -0.1809 -1.7115 0.00
```

No. 2
This record from the OMol25 dataset describes a gas-phase ion, C4H12IN2 (charge +1). The level of theory is ωB97M-V/def2-TZVPD.

SMILES string ... CC[NH2+][C@@](C)(N)I
E_LUMO ... -3.48 eV
Frontier orbital gap ... 10.0 eV
Net charge ... +1
Molar mass ... 215.06 g mol⁻¹
Largest force on an atom ... 5.8 eV/Å
E_HOMO ... -13.5 eV
E ... -15415.14960 eV
ΔE to the lowest compared entry with this formula, charge and spin ... 44.5 kcal/mol

The geometry in XYZ format:
```
19
Properties=species:S:1:pos:R:3:nbo_charge:R:1
C 0.3040 -1.9694 1.5691 -0.64
H 1.7406 1.3835 -0.6876 0.22
H 0.8517 2.8798 -0.3101 0.25
H 0.1076 1.5386 -2.6098 0.43
H 1.0592 -2.7309 1.7726 0.27
I -2.2545 2.1410 0.0433 0.09
H 0.0579 -1.1816 2.3184 0.22
H -1.6283 -0.8584 -0.1511 0.44
C -0.5323 0.9869 -0.7250 0.22
H 1.1683 1.5906 1.0760 0.24
H -0.9960 -0.1031 1.0590 0.44
H 1.2910 -0.5748 0.0777 0.22
H -0.6419 -2.5708 1.4617 0.22
N -0.3700 0.7497 -2.0584 -0.88
C 0.4453 -1.3077 0.2153 -0.18
C 0.9972 1.8227 -0.0151 -0.58
H 0.3046 -1.8352 -0.5971 0.21
N -0.7158 -0.3338 0.0902 -0.59
H -1.1888 0.3732 -2.5287 0.40
```

No. 3
This record from the OMol25 dataset describes a gas-phase ion, CH6N2 (charge -1). The level of theory is ωB97M-V/def2-TZVPD.

E_LUMO (alpha / beta) ... 5.49 / 5.21 eV
Frontier orbital gap (alpha / beta) ... 4.0 / 9.8 eV
<S²> ... 0.7504
Net charge ... -1
Molar mass ... 46.07 g mol⁻¹
Largest force on an atom ... 1.5 eV/Å
E_HOMO (alpha / beta) ... 1.5 / -4.6 eV
E ... -4112.66978 eV
Multiplicity ... 2
ΔE to the lowest compared entry with this formula, charge and spin ... 0.0 kcal/mol

The geometry in XYZ format:
```
9
Properties=species:S:1:pos:R:3:lowdin_spin:R:1
C 0.2861 0.4050 -0.2958 0.26
H 0.0592 1.5031 -0.3241 0.03
H -1.6236 -0.2534 -0.4208 0.10
H 1.2731 0.2526 -0.8489 0.03
H -0.6670 -1.4027 -0.8207 0.10
N -0.7646 -0.3956 -0.9685 0.14
H 0.8231 -0.8759 1.2288 0.09
N 0.5790 0.1155 1.1525 0.15
H -0.2824 0.3078 1.6726 0.10
```

No. 4
This record from the OMol25 dataset describes C4H10O2 in the gas phase. The level of theory is ωB97M-V/def2-TZVPD.

SMILES string ... COC[C@@H](C)O
E_LUMO ... 0.93 eV
Frontier orbital gap ... 10.8 eV
Net charge ... 0
Molar mass ... 90.12 g mol⁻¹
Largest force on an atom ... 0.3 eV/Å
E_HOMO ... -9.9 eV
E ... -8404.44738 eV
ΔE to the lowest compared entry with this formula, charge and spin ... 25.4 kcal/mol

The geometry in XYZ format:
```
16
Properties=species:S:1:pos:R:3:nbo_charge:R:1
H 1.7595 0.5374 -1.7934 0.17
H 0.5445 -1.7209 0.2109 0.16
C -1.4248 1.1324 0.3800 -0.63
H -0.6176 1.8345 0.6030 0.23
H -1.6539 1.1885 -0.6903 0.21
H -1.8776 -2.0186 0.7646 0.47
H -2.3202 1.4166 0.9399 0.22
C 0.2395 -0.6932 -0.0575 -0.08
O 1.2838 0.2127 0.1964 -0.54
O -2.0747 -1.1430 0.4099 -0.72
H 2.7382 -0.7109 -0.9747 0.16
C 2.2313 0.2566 -0.8389 -0.24
H 2.9726 1.0127 -0.5727 0.19
H -0.0326 -0.6965 -1.1251 0.17
C -0.9977 -0.2777 0.7359 0.08
H -0.7704 -0.3308 1.8121 0.16
```

No. 5
This record from the OMol25 dataset describes a molecular structure, C8H23LiO7. The level of theory is ωB97M-V/def2-TZVPD.

E_LUMO ... -0.04 eV
Frontier orbital gap ... 6.8 eV
Net charge ... 0
Molar mass ... 238.21 g mol⁻¹
Largest force on an atom ... 3.0 eV/Å
E_HOMO ... -6.8 eV
E ... -23205.24969 eV
ΔE to the lowest compared entry with this formula, charge and spin ... 23.0 kcal/mol

The geometry in XYZ format:
```
39
Properties=species:S:1:pos:R:3:nbo_charge:R:1
H -1.4891 -2.3003 0.6988 0.48
H 0.4664 2.5427 0.9516 0.16
H -1.6664 -4.1465 -0.4415 0.14
H -0.6678 0.2837 -3.1514 0.17
O 1.3420 -0.0957 1.8787 -0.75
C 0.0690 -3.0845 -0.0584 -0.10
C 3.1033 0.5478 0.3844 -0.09
H -1.5375 2.6239 -1.9912 0.17
H 3.5721 -1.1773 -0.3151 0.46
H -0.8479 3.6840 0.4495 0.20
O -0.9813 -3.3766 -2.2186 -0.69
H 0.2804 -3.6356 0.8579 0.16
H -0.9422 1.7169 2.8047 0.11
H 0.5074 1.5618 -1.5465 0.49
H -2.2063 2.8133 2.4370 0.13
H 2.5197 1.4108 0.0639 0.19
H 3.2870 -0.8198 2.0456 0.17
H 1.0050 -2.7065 -0.4698 0.20
C -0.7516 -3.9638 -1.0052 -0.08
Li -0.1522 0.1971 0.6635 0.88
H 4.1259 0.9163 0.3035 0.17
O -3.1190 1.3865 -1.3577 -0.75
C -1.0030 0.4076 -2.1217 -0.09
C -1.9598 1.6363 -2.1768 -0.09
H -1.5006 -0.5286 -1.8687 0.19
H -0.1382 3.8359 2.0239 0.20
O -0.6506 -1.9371 0.4046 -0.74
H -0.2705 -4.9333 -1.1340 0.19
H -2.7363 1.1798 -0.5019 0.51
H 3.1569 0.8499 2.4822 0.18
C 2.7538 0.0992 1.8024 -0.09
C -0.4138 3.1044 1.2642 -0.63
H -1.6706 -2.7285 -2.0563 0.47
O 0.0670 0.7826 -1.1994 -0.78
H -2.3190 1.6485 -3.2058 0.16
H 1.2086 -0.6478 2.6526 0.49
O 2.9270 -0.5005 -0.5333 -0.70
O -1.9368 1.1434 1.2200 -1.04
C -1.4309 2.2102 1.9645 -0.05
```

No. 6
This record from the OMol25 dataset describes C4H5NO in the gas phase. The level of theory is ωB97M-V/def2-TZVPD.

E_LUMO ... 0.34 eV
Frontier orbital gap ... 8.0 eV
Net charge ... 0
Molar mass ... 83.09 g mol⁻¹
Largest force on an atom ... 0.5 eV/Å
E_HOMO ... -7.7 eV
E ... -7763.01759 eV
ΔE to the lowest compared entry with this formula, charge and spin ... 80.9 kcal/mol

The geometry in XYZ format:
```
11
Properties=species:S:1:pos:R:3:nbo_charge:R:1
C 0.3815 -0.4646 -1.1460 0.12
C -0.3329 1.2052 0.4819 -0.34
N -0.0630 -1.0412 -0.0639 -0.45
H -0.0899 -2.0454 0.0946 0.43
C -0.4665 -0.0747 0.8960 0.24
H 0.1503 1.6505 -1.6992 0.25
C 0.3544 0.9920 -0.8489 -0.57
H -1.0920 0.1456 2.6245 0.50
O -0.9128 -0.6248 2.0669 -0.70
H 1.3971 1.2038 -0.5391 0.30
H 0.7256 -1.0282 -2.0072 0.21
```

No. 7
This record from the OMol25 dataset describes a molecular structure, C35H40ClGeN6O2Pt. The level of theory is ωB97M-V/def2-TZVPD.

E_LUMO (alpha / beta) ... -9.80 / -13.50 eV
Frontier orbital gap (alpha / beta) ... 7.5 / 4.9 eV
<S²> ... 8.8042
Net charge ... +4
Molar mass ... 879.89 g mol⁻¹
Largest force on an atom ... 0.3 eV/Å
E_HOMO (alpha / beta) ... -17.3 / -18.4 eV
E ... -122224.14234 eV
Multiplicity ... 6
ΔE to the lowest compared entry with this formula, charge and spin ... 13.7 kcal/mol

The geometry in XYZ format:
```
86
Properties=species:S:1:pos:R:3:lowdin_spin:R:1
C 2.6259 -1.1225 2.8938 0.00
H -3.2412 1.6544 2.2022 0.00
C -1.9186 3.2391 2.4999 0.01
H -2.3679 1.5075 3.5428 0.00
C 4.7463 -2.8380 -0.0912 0.33
H -4.4852 6.1214 1.1317 0.00
C 3.4398 -1.1589 -4.5784 0.20
C 4.0344 -1.6825 -0.5383 0.11
H -2.9063 1.7349 -0.3208 0.00
Cl 3.4532 -2.6268 2.7209 0.04
H -0.9546 3.7550 -0.7891 0.00
C -3.3821 -3.1655 3.3694 0.00
N -2.3057 1.7975 2.5708 0.08
N -1.8949 -1.3849 2.8014 0.10
C 1.2203 1.1764 3.1229 0.01
H -0.6185 4.5661 1.4500 0.00
C -3.1670 -4.3456 5.5131 0.00
C -1.6751 -2.4919 4.9088 0.00
H -4.4096 3.1776 0.9818 0.00
H 3.1323 1.6933 -0.9186 0.00
H 0.6285 2.0774 3.2031 0.00
O -0.6369 -1.5290 -0.2547 0.15
C -0.9806 3.5412 1.3336 0.00
C 2.8448 1.3447 -1.9093 0.12
C -3.1402 4.1695 2.4408 0.00
Pt -1.2164 0.1701 1.2866 1.48
C 2.0386 -1.1472 -4.7142 0.01
C 2.9991 -4.3002 -0.8547 0.05
C 3.1094 -0.1436 3.7486 0.00
H 3.7502 1.1681 -2.4937 0.02
H -4.2207 -3.7888 3.0930 0.00
H 1.0439 -1.6727 1.5315 0.00
H -1.5808 1.7033 -1.2284 0.00
H 4.4146 -2.0217 -7.7192 0.00
H -1.8076 -1.1368 -5.3094 0.00
N -3.5068 -5.1555 6.2519 0.00
H 1.9559 -2.0256 -8.0323 0.01
C 1.1612 -0.8196 -3.6458 0.24
C -2.7402 -3.3312 4.5916 0.00
Ge 1.7576 -0.2803 -1.8115 0.51
C 0.1218 -1.4633 -6.1990 0.14
C 4.2892 -1.4700 -5.6506 0.06
N -4.9021 5.1905 1.0335 0.00
H -0.2808 -1.7069 -7.1748 0.00
C 2.8159 -1.8174 -1.1435 0.15
H 2.7134 1.8264 4.5131 0.00
C 2.3846 1.0323 3.8573 0.00
H -3.4109 -2.0231 1.5534 0.00
H -2.5436 5.3305 -0.1154 0.00
H -2.1311 -2.3317 -1.3786 0.00
C -3.8387 4.1044 1.0821 0.00
H 4.8121 -5.0000 0.0529 0.00
H -3.8400 3.9231 3.2435 0.00
H 3.8869 -0.9173 -3.6221 0.01
H -3.4231 4.1241 -1.0456 0.00
O -2.7068 -0.7549 -0.2460 0.07
C -0.7382 -1.1400 -5.1457 0.09
H -2.7909 5.1912 2.6206 0.00
C -0.2179 -0.8247 -3.9015 0.05
C 2.3028 -3.1502 -1.2950 0.31
H -1.3874 3.4617 3.4255 0.00
N 0.7612 0.2239 2.3035 0.07
C -1.2899 -1.5403 3.9879 0.00
C -1.8372 -1.5606 -0.6542 0.02
H 4.4912 -0.7123 -0.3797 0.00
H 5.3607 -1.4598 -5.5020 0.00
C -2.9301 -2.1845 2.5079 0.01
C 2.3760 -1.7832 -7.0632 0.20
C 1.5040 -1.4683 -5.9969 0.01
H 4.0163 -0.3032 4.3173 0.00
H -5.5891 5.0863 1.7863 0.00
C 3.7652 -1.7821 -6.8881 0.07
H -0.1077 2.8887 1.3654 0.00
H 2.2726 2.1268 -2.4054 0.00
H 1.3520 -3.2846 -1.7996 0.01
C -2.8935 4.2929 -0.1045 0.00
H -0.9059 -0.5779 -3.1019 0.01
C 4.2265 -4.1510 -0.2746 0.10
C 1.4546 -0.9143 2.1874 0.01
H -0.4710 -0.8699 4.2113 0.00
N -1.9169 1.9620 -0.3086 0.07
C -1.6464 3.3940 -0.0284 0.00
H -5.4170 5.1813 0.1481 0.00
H -1.1606 -2.5811 5.8552 0.00
H 2.5658 -5.2797 -1.0075 0.00
H 5.7050 -2.7167 0.3994 0.01
```